(1)
DFT (ωB97M-V/def2-TZVPD) results for C23H29BrLiN9PSe as an isolated structure in a non-equilibrium geometry.

Output
- electronic energy (eV) = -182612.531
- highest occupied orbital energy (eV) = -9.61
- molecular weight (g mol⁻¹) = 628.3
- gap between HOMO and LUMO (eV) = 7.9
- total charge = +1

CARTESIAN COORDINATES (ANGSTROEM)
Li1 -1.03 -0.29 2.33
C1 2.76 -2.69 -0.92
N1 2.35 -1.91 0.22
C2 3.18 -1.06 1.01
C3 2.34 -0.46 1.89
N2 1.00 -0.89 1.68
C4 1.08 -1.79 0.69
P1 -0.37 -2.82 0.28
C5 -1.19 -3.19 1.90
N3 -1.42 -2.25 2.82
C6 -2.00 -2.92 3.91
C7 -2.13 -4.25 3.65
N4 -1.59 -4.41 2.33
C8 -1.43 -5.63 1.57
C9 -1.46 -1.49 -0.37
N5 -2.02 -0.57 0.43
C10 -2.86 0.19 -0.41
C11 -2.78 -0.23 -1.69
N6 -1.90 -1.35 -1.67
C12 -1.49 -2.15 -2.78
H1 3.84 -2.87 -0.92
H2 2.47 -2.17 -1.83
H3 2.22 -3.65 -0.93
H4 4.25 -0.97 0.86
H5 2.60 0.29 2.64
H6 -2.29 -2.40 4.82
H7 -2.49 -5.08 4.25
H8 -1.80 -6.51 2.11
H9 -0.38 -5.78 1.33
H10 -1.98 -5.56 0.63
H11 -3.52 0.97 -0.07
H12 -3.26 0.12 -2.59
H13 -2.26 -2.14 -3.57
H14 -1.35 -3.18 -2.44
H15 -0.55 -1.77 -3.20
C13 -2.16 5.07 0.85
C14 -1.63 4.09 1.85
C15 -1.28 4.42 3.18
C16 -0.91 3.41 4.05
C17 -0.82 2.06 3.60
Br1 -0.34 0.71 4.89
N7 -1.12 1.77 2.35
C18 -1.45 2.78 1.48
H16 -2.30 6.07 1.25
H17 -3.13 4.75 0.48
H18 -1.49 5.14 -0.02
H19 -1.36 5.45 3.52
H20 -0.68 3.61 5.09
H21 -1.60 2.52 0.45
C19 4.17 1.55 -1.64
N8 3.22 1.76 -2.71
C20 3.51 2.01 -4.05
C21 2.33 2.12 -4.71
N9 1.32 1.88 -3.78
C22 -0.11 1.97 -4.03
C23 1.85 1.63 -2.53
Se1 0.97 1.20 -1.01
H22 5.16 1.92 -1.95
H23 4.25 0.48 -1.42
H24 3.83 2.04 -0.74
H25 4.54 2.15 -4.40
H26 2.12 2.33 -5.75
H27 -0.35 1.63 -5.04
H28 -0.47 2.99 -3.90
H29 -0.62 1.35 -3.29


(2)
DFT (ωB97M-V/def2-TZVPD) results for C23H29ClIrN7OS as an isolated structure in a non-equilibrium geometry.

Output
- multiplicity = 5
- electronic energy (eV) = -62978.377
- highest occupied orbital energy (alpha / beta) (eV) = -13.30 / -13.69
- molecular weight (g mol⁻¹) = 679.3
- gap between HOMO and LUMO (alpha / beta) (eV) = 7.4 / 3.9
- energy relative to the best compared isomer or geometry (same formula, charge and spin) (eV) = 0.984
- expectation value of S² = 6.040
- total charge = +2

CARTESIAN COORDINATES (ANGSTROEM)
Ir1 -0.08 -0.37 -0.09
N1 3.13 2.43 -0.12
C1 2.03 1.73 -0.12
S1 2.16 -0.03 -0.18
N2 0.87 2.43 -0.08
N3 -0.15 1.63 -0.02
C2 -1.46 2.21 -0.04
C3 -2.49 1.31 -0.03
C4 -3.85 1.67 -0.03
C5 -4.83 0.70 0.01
C6 -4.46 -0.64 0.06
C7 -3.11 -0.97 0.05
N4 -2.13 -0.05 -0.01
H1 4.04 1.99 -0.16
H2 3.08 3.45 -0.08
H3 -1.57 3.29 -0.06
H4 -4.10 2.73 -0.06
H5 -5.88 0.97 0.01
H6 -5.19 -1.43 0.10
H7 -2.81 -2.01 0.07
C8 -0.70 -5.75 -5.25
C9 -0.22 -5.08 -3.96
C10 1.26 -4.72 -4.16
C11 -1.04 -3.79 -3.81
C12 -0.37 -6.08 -2.77
O1 0.41 -7.26 -3.07
C13 -1.80 -6.55 -2.44
C14 -2.73 -5.73 -1.53
C15 -3.48 -4.57 -2.15
C16 -4.32 -4.74 -3.23
C17 -4.99 -3.67 -3.80
C18 -4.83 -2.40 -3.28
Cl1 -5.65 -1.04 -3.99
C19 -4.01 -2.21 -2.19
C20 -3.36 -3.30 -1.63
C21 0.40 -5.70 -1.48
N5 0.05 -4.44 -0.76
C22 0.43 -3.22 -1.02
N6 -0.05 -2.41 -0.05
C23 -0.70 -3.27 0.82
N7 -0.64 -4.50 0.43
H8 -0.62 -5.03 -6.07
H9 -1.74 -6.07 -5.20
H10 -0.08 -6.61 -5.54
H11 1.39 -4.22 -5.13
H12 1.89 -5.61 -4.15
H13 1.65 -4.03 -3.40
H14 -0.68 -3.05 -4.53
H15 -0.99 -3.34 -2.81
H16 -2.10 -3.96 -4.02
H17 -0.01 -7.74 -3.80
H18 -1.65 -7.51 -1.95
H19 -2.30 -6.77 -3.38
H20 -2.19 -5.38 -0.65
H21 -3.46 -6.44 -1.14
H22 -4.47 -5.74 -3.65
H23 -5.65 -3.81 -4.66
H24 -3.90 -1.21 -1.78
H25 -2.70 -3.15 -0.76
H26 1.45 -5.68 -1.72
H27 0.24 -6.49 -0.76
H28 1.01 -2.91 -1.88
H29 -1.15 -2.97 1.75


(3)
DFT (ωB97M-V/def2-TZVPD) results for a 5-piece molecular cluster, C23H29FI2O17S overall in a non-equilibrium geometry.

Output
- electronic energy (eV) = -88879.231
- highest occupied orbital energy (eV) = -9.04
- molecular weight (g mol⁻¹) = 882.3
- gap between HOMO and LUMO (eV) = 6.8
- SMILES = C[C@H](I)[C@H](I)C1=C(S(=O)(=O)F)C(=O)OC1=O.C[C@@H]1COC(=O)O1.C[C@@H]1COC(=O)O1.C[C@@H]1COC(=O)O1.C[C@@H]1COC(=O)O1

CARTESIAN COORDINATES (ANGSTROEM)
C1 1.91 1.01 1.84
C2 0.36 0.75 2.17
I1 0.18 -1.03 3.44
C3 -0.60 0.68 0.85
I2 0.47 0.84 -1.04
C4 -1.70 1.86 1.06
C5 -2.94 1.68 1.73
S1 -3.68 0.18 2.52
O1 -5.17 0.33 2.69
O2 -3.11 -0.08 3.89
F1 -3.42 -1.12 1.46
C6 -3.68 3.12 1.76
O3 -4.81 3.38 2.25
O4 -2.77 4.03 1.16
C7 -1.59 3.40 0.63
O5 -0.65 3.92 0.00
H1 2.44 1.17 2.86
H2 2.10 1.99 1.26
H3 2.43 0.10 1.37
H4 0.01 1.65 2.83
H5 -1.11 -0.37 0.84
C8 1.60 -5.81 4.26
C9 2.06 -5.05 3.03
C10 3.35 -5.57 2.45
O6 3.90 -4.41 1.84
C11 3.41 -3.34 2.52
O7 3.81 -2.21 2.40
O8 2.40 -3.71 3.35
H6 1.56 -6.89 4.07
H7 2.27 -5.62 5.11
H8 0.61 -5.47 4.55
H9 1.27 -5.04 2.27
H10 3.19 -6.36 1.71
H11 4.05 -5.93 3.21
C12 7.42 2.19 4.76
C13 6.14 1.43 4.47
C14 5.38 1.97 3.29
O9 4.04 1.61 3.62
C15 3.97 1.53 4.97
O10 2.95 1.45 5.60
O11 5.21 1.57 5.53
H12 8.04 2.28 3.87
H13 7.20 3.20 5.14
H14 7.99 1.68 5.54
H15 6.36 0.36 4.34
H16 5.68 1.51 2.35
H17 5.43 3.06 3.20
C16 -5.69 0.95 -3.07
C17 -4.30 0.77 -2.49
C18 -3.27 1.66 -3.10
O12 -2.07 0.91 -2.95
C19 -2.44 -0.40 -2.92
O13 -1.68 -1.32 -2.99
O14 -3.79 -0.53 -2.79
H18 -6.00 2.00 -3.05
H19 -5.73 0.59 -4.11
H20 -6.41 0.36 -2.51
H21 -4.33 0.88 -1.40
H22 -3.19 2.62 -2.58
H23 -3.43 1.85 -4.17
C20 -0.85 0.66 -6.92
C21 -2.12 -0.11 -7.20
C22 -2.90 0.42 -8.36
O15 -4.23 0.06 -8.02
C23 -4.29 -0.02 -6.67
O16 -5.30 -0.12 -6.03
O17 -3.04 0.02 -6.12
H24 -0.23 0.75 -7.81
H25 -1.07 1.66 -6.53
H26 -0.26 0.16 -6.14
H27 -1.89 -1.18 -7.32
H28 -2.60 -0.04 -9.30
H29 -2.85 1.51 -8.46


(4)
DFT (ωB97M-V/def2-TZVPD) results for C23H29N3O in the gas phase.

Output
- electronic energy (eV) = -30841.399
- highest occupied orbital energy (eV) = -8.28
- molecular weight (g mol⁻¹) = 363.5
- gap between HOMO and LUMO (eV) = 8.6
- energy relative to the best compared isomer or geometry (same formula, charge and spin) (eV) = 0.000
- SMILES = O=c1[nH]c(CN2CCCCC2)nc2c1C1(CCCCC1)Cc1ccccc1-2

CARTESIAN COORDINATES (ANGSTROEM)
O1 -0.24 -2.70 -0.35
C1 -0.10 -1.52 -0.58
N1 1.19 -1.05 -0.87
C2 1.50 0.26 -0.98
C3 2.94 0.58 -1.28
N2 3.81 -0.30 -0.54
C4 5.18 -0.37 -1.04
C5 6.13 0.58 -0.30
C6 6.24 0.15 1.17
C7 4.96 -0.57 1.62
C8 3.75 0.00 0.89
N3 0.64 1.19 -0.83
C9 -0.66 0.84 -0.61
C10 -1.10 -0.47 -0.57
C11 -2.57 -0.79 -0.34
C12 -2.98 -2.09 -1.05
C13 -4.39 -2.54 -0.67
C14 -4.49 -2.73 0.84
C15 -4.15 -1.43 1.56
C16 -2.75 -0.96 1.18
C17 -3.41 0.37 -0.89
C18 -2.95 1.71 -0.42
C19 -3.83 2.73 -0.09
C20 -3.35 3.98 0.28
C21 -1.99 4.21 0.34
C22 -1.10 3.20 0.02
C23 -1.58 1.94 -0.35
H1 1.93 -1.73 -0.90
H2 3.10 0.41 -2.35
H3 3.10 1.65 -1.08
H4 5.54 -1.40 -0.91
H5 5.18 -0.15 -2.10
H6 5.73 1.59 -0.37
H7 7.11 0.57 -0.77
H8 7.09 -0.51 1.31
H9 6.40 1.04 1.79
H10 4.82 -0.45 2.70
H11 5.03 -1.64 1.41
H12 2.83 -0.44 1.29
H13 3.70 1.09 1.07
H14 -2.29 -2.88 -0.78
H15 -2.92 -1.95 -2.13
H16 -5.14 -1.82 -1.00
H17 -4.60 -3.49 -1.17
H18 -3.79 -3.51 1.15
H19 -5.50 -3.05 1.11
H20 -4.89 -0.67 1.32
H21 -4.19 -1.59 2.64
H22 -2.02 -1.70 1.52
H23 -2.53 -0.01 1.68
H24 -4.46 0.23 -0.64
H25 -3.34 0.36 -1.99
H26 -4.90 2.56 -0.14
H27 -4.05 4.76 0.54
H28 -1.62 5.18 0.63
H29 -0.04 3.35 0.06


(5)
DFT (ωB97M-V/def2-TZVPD) results for a 2-piece molecular cluster, C23H29N3O4 overall in a non-equilibrium geometry.

Output
- electronic energy (eV) = -36975.709
- highest occupied orbital energy (eV) = -7.72
- molecular weight (g mol⁻¹) = 411.5
- gap between HOMO and LUMO (eV) = 5.5
- energy relative to the best compared isomer or geometry (same formula, charge and spin) (eV) = 8.354

CARTESIAN COORDINATES (ANGSTROEM)
C1 4.56 1.22 2.47
C2 3.39 0.33 2.78
O1 2.21 1.17 2.91
C3 1.05 0.48 3.02
C4 -0.05 1.41 3.27
N1 -1.16 0.98 3.97
O2 -1.92 1.85 4.51
O3 -1.45 -0.25 3.99
O4 1.01 -0.74 2.87
H1 5.46 0.60 2.31
H2 4.38 1.80 1.56
H3 4.77 1.91 3.29
H4 3.25 -0.41 1.98
H5 3.54 -0.21 3.73
H6 0.18 2.47 3.28
C5 -5.97 4.83 1.88
N2 -6.07 3.46 1.41
C6 -7.24 3.21 0.58
C7 -4.91 2.69 1.25
C8 -4.60 1.67 2.18
C9 -3.45 0.93 2.03
C10 -2.50 1.22 1.02
C11 -1.25 0.52 0.97
C12 -0.44 0.54 -0.16
C13 0.72 -0.21 -0.27
C14 1.55 -0.20 -1.44
C15 2.63 -1.11 -1.57
C16 3.47 -1.07 -2.66
C17 3.27 -0.10 -3.68
N3 4.17 -0.02 -4.75
C18 3.87 -0.59 -6.05
C19 5.19 1.01 -4.79
C20 2.17 0.77 -3.59
C21 1.33 0.73 -2.49
C22 -2.83 2.24 0.08
C23 -4.02 2.93 0.17
H7 -5.08 4.95 2.50
H8 -5.93 5.54 1.04
H9 -6.86 5.06 2.47
H10 -7.26 2.16 0.27
H11 -8.13 3.44 1.18
H12 -7.25 3.86 -0.31
H13 -5.28 1.49 3.01
H14 -3.28 0.08 2.69
H15 -1.03 -0.20 1.75
H16 -0.75 1.14 -1.01
H17 1.01 -0.87 0.55
H18 2.78 -1.85 -0.78
H19 4.30 -1.77 -2.77
H20 3.11 -1.37 -5.96
H21 3.53 0.17 -6.76
H22 4.79 -1.03 -6.46
H23 5.38 1.39 -3.78
H24 6.11 0.57 -5.20
H25 4.90 1.84 -5.45
H26 2.00 1.49 -4.39
H27 0.50 1.44 -2.44
H28 -2.13 2.49 -0.72
H29 -4.29 3.68 -0.58


(6)
DFT (ωB97M-V/def2-TZVPD) results for a 2-piece molecular cluster, C23H29N3O5S overall in a non-equilibrium geometry.

Output
- electronic energy (eV) = -49848.584
- highest occupied orbital energy (eV) = 0.02
- molecular weight (g mol⁻¹) = 459.6
- gap between HOMO and LUMO (eV) = 2.8
- energy relative to the best compared isomer or geometry (same formula, charge and spin) (eV) = 7.460
- total charge = -2

CARTESIAN COORDINATES (ANGSTROEM)
C1 2.51 2.50 -2.30
C2 3.47 1.36 -2.98
C3 3.65 -0.01 -2.09
C4 2.26 -0.21 -1.17
C5 0.96 -0.90 -1.90
C6 1.03 -1.41 -3.49
C7 -0.46 -1.07 -1.04
O1 -1.69 -1.66 -1.60
C8 -2.67 -0.64 -2.00
C9 -4.14 -0.78 -1.25
C10 -4.74 -2.33 -1.33
C11 -5.21 0.34 -1.88
C12 -4.75 1.89 -1.44
C13 -4.01 2.71 -2.67
C14 -6.15 2.74 -1.11
C15 -0.40 -0.48 0.52
N1 -1.69 -0.57 1.36
C16 0.94 0.18 1.19
N2 1.22 0.78 2.55
S1 2.89 1.39 2.65
N3 3.55 1.03 1.05
C17 2.35 0.36 0.36
H1 1.36 2.21 -2.24
H2 2.54 3.46 -3.01
H3 2.93 2.83 -1.25
H4 4.54 1.80 -3.23
H5 3.01 1.06 -4.03
H6 4.59 -0.02 -1.40
H7 3.72 -0.99 -2.76
H8 1.70 -2.37 -3.62
H9 -0.09 -1.58 -3.85
H10 1.50 -0.55 -4.17
H11 -2.24 0.47 -1.94
H12 -2.88 -0.82 -3.16
H13 -4.08 -0.53 -0.09
H14 -5.48 -2.48 -2.23
H15 -5.38 -2.55 -0.34
H16 -3.85 -3.09 -1.30
H17 -6.25 0.12 -1.35
H18 -5.22 0.18 -3.04
H19 -4.07 1.87 -0.45
H20 -4.60 3.66 -3.03
H21 -2.96 3.09 -2.27
H22 -3.92 1.97 -3.58
H23 -6.61 2.99 -2.17
H24 -6.86 2.07 -0.46
H25 -5.81 3.73 -0.58
H26 -1.48 -0.22 2.34
H27 -2.30 0.20 0.96
C18 5.87 -2.26 6.82
C19 5.83 -3.04 5.73
C20 4.83 -2.56 4.68
O2 4.68 -3.09 3.57
C21 3.98 -1.38 5.00
C22 4.02 -0.60 6.09
C23 5.09 -1.02 7.10
O3 5.35 -0.41 8.14
O4 3.29 0.40 6.37
O5 6.50 -4.09 5.49
H28 6.56 -2.51 7.62
H29 3.26 -1.16 4.22


(7)
DFT (ωB97M-V/def2-TZVPD) results for C23H29N5OPtSSe as an isolated structure in a non-equilibrium geometry.

Output
- electronic energy (eV) = -113199.442
- highest occupied orbital energy (alpha / beta) (eV) = -19.93 / -19.91
- molecular weight (g mol⁻¹) = 697.6
- gap between HOMO and LUMO (alpha / beta) (eV) = 3.3 / 3.3
- total charge = +4

CARTESIAN COORDINATES (ANGSTROEM)
Pt1 -1.38 -0.15 -0.18
C1 -2.55 1.82 1.85
N1 -2.14 0.42 1.87
C2 -1.08 0.22 2.86
C3 -3.29 -0.47 2.09
C4 -2.92 -1.94 1.87
N2 -2.32 -2.15 0.55
C5 -3.30 -2.40 -0.50
C6 -1.29 -3.18 0.56
H1 -2.89 2.15 2.84
H2 -3.38 1.98 1.16
H3 -1.72 2.46 1.57
H4 -1.48 0.30 3.87
H5 -0.31 0.98 2.74
H6 -0.63 -0.77 2.76
H7 -4.10 -0.19 1.41
H8 -3.68 -0.35 3.11
H9 -3.83 -2.54 1.97
H10 -2.24 -2.28 2.65
H11 -3.84 -3.33 -0.31
H12 -2.81 -2.50 -1.47
H13 -4.04 -1.60 -0.54
H14 -1.71 -4.15 0.84
H15 -0.50 -2.95 1.27
H16 -0.86 -3.29 -0.44
Se1 -0.10 -0.07 -4.22
N3 -1.41 0.74 -4.95
C7 -2.36 1.07 -4.09
C8 -3.58 1.74 -4.27
C9 -4.38 1.92 -3.17
C10 -3.98 1.46 -1.90
N4 -2.83 0.84 -1.71
C11 -2.03 0.63 -2.75
N5 -0.86 0.01 -2.61
H17 -3.88 2.09 -5.25
H18 -5.33 2.43 -3.25
H19 -4.63 1.61 -1.05
O1 0.95 0.16 0.13
S1 2.22 -0.50 0.59
C12 3.30 -0.59 -0.86
C13 4.68 -0.41 -0.76
C14 5.44 -0.50 -1.92
C15 4.84 -0.85 -3.13
C16 3.46 -1.01 -3.22
C17 2.70 -0.93 -2.07
C18 3.12 0.68 1.66
C19 3.81 0.15 2.74
C20 4.63 0.98 3.49
C21 4.69 2.33 3.18
C22 3.99 2.84 2.10
C23 3.15 2.03 1.35
H20 5.16 -0.17 0.18
H21 6.50 -0.30 -1.87
H22 5.46 -1.05 -3.99
H23 3.01 -1.26 -4.17
H24 1.63 -1.13 -2.09
H25 3.74 -0.89 3.00
H26 5.21 0.57 4.31
H27 5.26 3.00 3.82
H28 4.11 3.88 1.81
H29 2.59 2.43 0.51


(8)
DFT (ωB97M-V/def2-TZVPD) results for C23H29NO5 in the gas phase.

Output
- electronic energy (eV) = -36049.063
- highest occupied orbital energy (eV) = -7.81
- molecular weight (g mol⁻¹) = 399.5
- gap between HOMO and LUMO (eV) = 8.3
- energy relative to the best compared isomer or geometry (same formula, charge and spin) (eV) = 1.066
- SMILES = COc1ccc([C@@H](CC(=O)N2CCCCC2)c2c(O)cc(OC)cc2OC)cc1

CARTESIAN COORDINATES (ANGSTROEM)
C1 -3.88 -5.13 1.39
O1 -2.85 -4.98 0.44
C2 -2.18 -3.79 0.41
C3 -1.16 -3.69 -0.54
C4 -0.42 -2.54 -0.67
C5 -0.67 -1.44 0.14
C6 0.08 -0.12 0.06
C7 1.07 -0.01 -1.12
C8 2.33 -0.83 -0.94
O2 2.53 -1.83 -1.61
N1 3.22 -0.43 0.00
C9 3.23 0.82 0.72
C10 4.38 1.71 0.23
C11 5.71 0.97 0.39
C12 5.64 -0.37 -0.34
C13 4.45 -1.18 0.17
C14 -0.91 1.02 -0.04
C15 -0.82 2.11 0.81
O3 0.20 2.15 1.72
C16 -1.74 3.16 0.76
C17 -2.76 3.12 -0.17
O4 -3.72 4.08 -0.31
C18 -3.68 5.20 0.53
C19 -2.86 2.04 -1.05
C20 -1.94 1.00 -0.99
O5 -1.96 -0.07 -1.82
C21 -3.04 -0.22 -2.71
C22 -1.68 -1.54 1.09
C23 -2.43 -2.70 1.23
H1 -4.27 -6.14 1.25
H2 -3.50 -5.03 2.41
H3 -4.69 -4.41 1.23
H4 -0.96 -4.55 -1.17
H5 0.37 -2.51 -1.41
H6 0.62 0.00 1.00
H7 1.33 1.04 -1.25
H8 0.58 -0.35 -2.03
H9 2.28 1.34 0.62
H10 3.38 0.60 1.79
H11 4.39 2.64 0.80
H12 4.22 1.95 -0.82
H13 6.52 1.58 0.00
H14 5.90 0.80 1.45
H15 6.56 -0.93 -0.18
H16 5.53 -0.20 -1.41
H17 4.35 -2.11 -0.39
H18 4.58 -1.41 1.23
H19 0.11 2.93 2.28
H20 -1.63 3.99 1.45
H21 -4.53 5.82 0.24
H22 -2.76 5.77 0.40
H23 -3.79 4.91 1.58
H24 -3.67 2.06 -1.76
H25 -3.07 0.57 -3.46
H26 -2.88 -1.18 -3.19
H27 -4.00 -0.25 -2.17
H28 -1.89 -0.70 1.73
H29 -3.21 -2.73 1.98


What did the seventh record say?
DFT (ωB97M-V/def2-TZVPD) results for C23H29N5OPtSSe as an isolated structure in a non-equilibrium geometry.

Output
- electronic energy (eV) = -113199.442
- highest occupied orbital energy (alpha / beta) (eV) = -19.93 / -19.91
- molecular weight (g mol⁻¹) = 697.6
- gap between HOMO and LUMO (alpha / beta) (eV) = 3.3 / 3.3
- total charge = +4

CARTESIAN COORDINATES (ANGSTROEM)
Pt1 -1.38 -0.15 -0.18
C1 -2.55 1.82 1.85
N1 -2.14 0.42 1.87
C2 -1.08 0.22 2.86
C3 -3.29 -0.47 2.09
C4 -2.92 -1.94 1.87
N2 -2.32 -2.15 0.55
C5 -3.30 -2.40 -0.50
C6 -1.29 -3.18 0.56
H1 -2.89 2.15 2.84
H2 -3.38 1.98 1.16
H3 -1.72 2.46 1.57
H4 -1.48 0.30 3.87
H5 -0.31 0.98 2.74
H6 -0.63 -0.77 2.76
H7 -4.10 -0.19 1.41
H8 -3.68 -0.35 3.11
H9 -3.83 -2.54 1.97
H10 -2.24 -2.28 2.65
H11 -3.84 -3.33 -0.31
H12 -2.81 -2.50 -1.47
H13 -4.04 -1.60 -0.54
H14 -1.71 -4.15 0.84
H15 -0.50 -2.95 1.27
H16 -0.86 -3.29 -0.44
Se1 -0.10 -0.07 -4.22
N3 -1.41 0.74 -4.95
C7 -2.36 1.07 -4.09
C8 -3.58 1.74 -4.27
C9 -4.38 1.92 -3.17
C10 -3.98 1.46 -1.90
N4 -2.83 0.84 -1.71
C11 -2.03 0.63 -2.75
N5 -0.86 0.01 -2.61
H17 -3.88 2.09 -5.25
H18 -5.33 2.43 -3.25
H19 -4.63 1.61 -1.05
O1 0.95 0.16 0.13
S1 2.22 -0.50 0.59
C12 3.30 -0.59 -0.86
C13 4.68 -0.41 -0.76
C14 5.44 -0.50 -1.92
C15 4.84 -0.85 -3.13
C16 3.46 -1.01 -3.22
C17 2.70 -0.93 -2.07
C18 3.12 0.68 1.66
C19 3.81 0.15 2.74
C20 4.63 0.98 3.49
C21 4.69 2.33 3.18
C22 3.99 2.84 2.10
C23 3.15 2.03 1.35
H20 5.16 -0.17 0.18
H21 6.50 -0.30 -1.87
H22 5.46 -1.05 -3.99
H23 3.01 -1.26 -4.17
H24 1.63 -1.13 -2.09
H25 3.74 -0.89 3.00
H26 5.21 0.57 4.31
H27 5.26 3.00 3.82
H28 4.11 3.88 1.81
H29 2.59 2.43 0.51